1.
Density functional theory data (wB97M-V/def2-TZVPD) for a molecular structure, C26H42F6O16Pb at a distorted geometry.

Output
HOMO-LUMO gap = 7.778 eV
Max |F| = 4.52 eV/Å
Energy relative to the best compared isomer or geometry (same formula, charge and spin) = 95.3 kcal/mol
E_LUMO = 0.38 eV

Geometry (Å):
Pb (-0.4446, 0.4446, 0.0918)
C (-3.3816, -0.1301, -1.5996)
O (-2.6022, -1.1954, -0.9676)
O (-2.8542, 0.9697, -0.9073)
C (-3.1097, -0.2876, -3.2152)
F (-3.8755, -1.2597, -3.7824)
F (-3.5099, 0.7859, -3.8426)
F (-1.8872, -0.4789, -3.6445)
C (-3.0688, -2.5339, -1.2849)
C (-2.6198, -3.5613, -0.2149)
H (-3.2186, -4.4721, -0.2221)
H (-1.5653, -3.8367, -0.1960)
H (-2.7609, -3.1827, 0.7975)
H (-2.7006, -2.8278, -2.2678)
H (-4.1587, -2.5376, -1.2766)
H (-4.4502, -0.1375, -1.3849)
C (3.3110, -0.1565, 1.2022)
O (3.1735, -1.4421, 0.5137)
O (2.0412, 0.5163, 1.0483)
C (3.8791, -0.3365, 2.6627)
F (3.8472, 0.7613, 3.5112)
F (3.2917, -1.3283, 3.3686)
F (5.1847, -0.7185, 2.6457)
C (4.1605, -1.7426, -0.4695)
C (4.0240, -3.2626, -0.9277)
H (4.4556, -3.9564, -0.2063)
H (3.0628, -3.5851, -1.3281)
H (4.6981, -3.4008, -1.7730)
H (5.1822, -1.7072, -0.0916)
H (4.0325, -1.1021, -1.3421)
H (4.0476, 0.4365, 0.6600)
C (1.2173, -4.0200, 0.9770)
O (0.3782, -3.8342, 2.1028)
C (-0.4527, -2.7572, 2.2435)
O (-0.4349, -1.7567, 1.5085)
O (-1.1967, -2.9733, 3.2995)
C (-2.1941, -1.9554, 3.6775)
H (1.6347, -3.1401, 0.4875)
H (0.7255, -4.4315, 0.0955)
H (1.9584, -4.7799, 1.2245)
H (-2.8410, -1.8582, 2.8055)
H (-1.7567, -0.9860, 3.9164)
H (-2.8251, -2.3613, 4.4682)
C (-1.3513, 3.1936, -3.3069)
O (0.0444, 3.2509, -3.3419)
C (0.7528, 2.2388, -2.8599)
O (0.2989, 1.2700, -2.2510)
O (2.0781, 2.4900, -3.1821)
C (3.1252, 1.9364, -2.4027)
H (-1.6496, 2.2043, -3.6539)
H (-1.8113, 3.9483, -3.9448)
H (-1.7951, 3.3067, -2.3178)
H (3.0520, 0.8489, -2.4064)
H (2.9747, 2.2778, -1.3786)
H (4.1244, 2.1638, -2.7743)
O (-0.2105, 2.8740, 0.7530)
C (0.2747, 3.8490, 1.3442)
O (-0.3687, 5.0060, 1.2333)
C (0.3817, 6.0934, 1.8121)
C (1.7697, 5.5960, 2.1263)
C (1.5620, 4.0355, 2.0793)
H (-0.0430, 6.4317, 2.7572)
H (0.3565, 6.8580, 1.0356)
H (2.1527, 5.8423, 3.1167)
H (2.5687, 5.9692, 1.4857)
H (1.6754, 3.6014, 3.0726)
H (2.1999, 3.4620, 1.4068)
O (-1.7709, 0.8874, 2.2793)
C (-2.7088, 1.4115, 2.8750)
O (-3.7994, 0.7170, 3.2217)
C (-4.7723, 1.5755, 3.7480)
C (-4.2697, 2.9924, 3.4390)
C (-2.8218, 2.8217, 3.3676)
H (-4.7943, 1.4439, 4.8299)
H (-5.7549, 1.3827, 3.3175)
H (-4.5305, 3.5827, 4.3175)
H (-4.7750, 3.3950, 2.5611)
H (-2.2744, 2.8086, 4.3101)
H (-2.3358, 3.5122, 2.6784)
O (0.3656, -1.5474, -1.4325)
C (0.7129, -2.2611, -2.3694)
O (0.4980, -3.5678, -2.3712)
C (1.0084, -4.2136, -3.4912)
C (1.9428, -3.1492, -4.1419)
C (1.4632, -1.8266, -3.6636)
H (0.2278, -4.4095, -4.2264)
H (1.6407, -5.0601, -3.2234)
H (2.0735, -3.1858, -5.2234)
H (2.9781, -3.3596, -3.8734)
H (0.7648, -1.2868, -4.3032)
H (2.3730, -1.2916, -3.3914)

=====

2.
Density functional theory data (wB97M-V/def2-TZVPD) for C3H9N2OP in the gas phase at a distorted geometry.

Output
HOMO-LUMO gap = 10.400 eV
Max |F| = 4.94 eV/Å
SMILES = C/C=C/P(N)(N)=O
Energy relative to the best compared isomer or geometry (same formula, charge and spin) = 7.6 kcal/mol
E_LUMO = 0.87 eV

Geometry (Å):
C (-1.8745, 0.6313, -1.5488)
C (-1.0914, 0.4970, -0.2300)
C (0.2377, 0.1896, -0.1919)
P (0.9664, -0.0409, 1.4425)
N (2.6009, 0.2800, 1.1371)
N (0.6854, -1.6344, 1.6466)
O (0.5416, 0.6796, 2.6436)
H (-1.5177, -0.0795, -2.1512)
H (-1.6906, 1.7160, -2.0229)
H (-2.9456, 0.5248, -1.5118)
H (-1.7256, 0.7030, 0.6327)
H (0.9049, 0.0530, -0.9726)
H (2.4388, 1.0979, 0.6485)
H (3.1229, 0.5167, 1.9830)
H (1.3714, -2.1040, 1.0061)
H (0.4008, -1.9730, 2.5280)

=====

3.
Density functional theory data (wB97M-V/def2-TZVPD) for a gas-phase ion, C4H4N5 (charge +1) at a distorted geometry.

Output
HOMO-LUMO gap (spin up / spin down) = 6.599 / 7.117 eV
Max |F| = 4.81 eV/Å
SMILES = CC1=[NH+]C2=NN=NC2=N1
Energy relative to the best compared isomer or geometry (same formula, charge and spin) = 4.1 kcal/mol
E_LUMO (spin up / spin down) = -8.94 / -8.79 eV
Total charge = +1

Geometry (Å):
C (-2.1703, -0.2922, -0.1551)
C (-0.7113, -0.2437, -0.2306)
N (-0.0504, 0.7851, 0.5219)
C (1.2414, 0.5975, 0.3606)
N (2.4741, 1.1538, 0.5166)
N (3.1840, 0.3045, -0.1193)
N (2.7469, -0.7057, -0.6885)
C (1.4248, -0.6106, -0.4576)
N (0.0788, -1.0531, -0.8797)
H (-2.3932, -1.2275, -0.7466)
H (-2.6633, 0.7017, -0.3130)
H (-2.4270, -0.5478, 0.9781)
H (-0.7346, 1.1380, 1.2132)

=====

4.
Density functional theory data (wB97M-V/def2-TZVPD) for 2 unconnected molecules or ions with the total composition C24H49ClN5O at a distorted geometry.

Output
HOMO-LUMO gap = 6.901 eV
Max |F| = 1.83 eV/Å
E_LUMO = -3.10 eV
Total charge = +1

Geometry (Å):
C (0.0342, 2.9160, -0.8136)
C (1.0338, 3.4832, -1.5287)
C (2.3265, 2.7283, -1.7857)
N (2.0575, 1.3208, -2.1217)
N (2.4866, 0.2603, -1.3723)
C (2.0076, -0.8604, -1.9714)
N (2.1863, -2.0913, -1.5282)
C (3.0038, -2.2970, -0.3346)
C (2.2468, -2.1542, 1.0079)
C (3.0759, -1.3135, 1.9894)
C (2.5166, -1.3226, 3.4235)
C (3.6123, -1.3870, 4.5048)
C (3.2577, -2.3196, 5.6811)
C (2.8433, -1.6519, 7.0165)
C (2.2371, -0.2688, 6.9224)
O (1.1579, -0.2667, 6.0147)
C (0.2346, 0.7923, 6.2065)
C (1.5846, -3.2284, -2.2385)
C (0.1610, -3.6158, -1.8166)
C (-0.7588, -2.4312, -1.5160)
C (0.1371, -4.5860, -0.6237)
N (1.2994, -0.5233, -3.0703)
C (1.3548, 0.7920, -3.1232)
Cl (0.6087, 1.7411, -4.2887)
H (-0.3590, 1.9473, -1.1291)
H (-0.3775, 3.3420, 0.0947)
H (0.9278, 4.4628, -1.9868)
H (2.8477, 2.7163, -0.8328)
H (2.9249, 3.1817, -2.5740)
H (3.0266, 0.3171, -0.5232)
H (3.8344, -1.5853, -0.3300)
H (3.4250, -3.2970, -0.3912)
H (1.2693, -1.6917, 0.8693)
H (2.1536, -3.1430, 1.4538)
H (3.1385, -0.2832, 1.6066)
H (4.1036, -1.6895, 1.9769)
H (1.8587, -2.1890, 3.5076)
H (1.9095, -0.4309, 3.5684)
H (4.5160, -1.7951, 4.0469)
H (3.8635, -0.3835, 4.8465)
H (2.5027, -3.0490, 5.3916)
H (4.1532, -2.9037, 5.9026)
H (3.6731, -1.6579, 7.7232)
H (2.0784, -2.2925, 7.4642)
H (3.0037, 0.4621, 6.6243)
H (1.9250, 0.0397, 7.9264)
H (-0.7499, 0.3620, 6.3924)
H (0.5228, 1.4445, 7.0315)
H (0.1785, 1.4030, 5.3014)
H (1.6544, -3.0417, -3.3081)
H (2.2436, -4.0736, -2.0373)
H (-0.2900, -4.1499, -2.6562)
H (-1.0693, -1.8961, -2.4117)
H (-1.6683, -2.8028, -1.0416)
H (-0.3126, -1.7304, -0.8069)
H (0.9175, -5.3402, -0.7226)
H (0.2475, -4.0360, 0.3123)
H (-0.8356, -5.0732, -0.5845)
C (-6.4726, 2.7334, -4.8562)
C (-5.3854, 1.8844, -4.2160)
N (-4.1029, 2.5647, -4.1397)
C (-3.0002, 1.6849, -3.8175)
C (-2.9916, 1.0001, -2.4431)
C (-4.1101, 3.8495, -3.4596)
C (-4.6120, 3.8974, -2.0111)
H (-6.1509, 3.1051, -5.8296)
H (-7.3706, 2.1326, -5.0016)
H (-6.7496, 3.5853, -4.2344)
H (-5.2482, 0.9866, -4.8248)
H (-5.7391, 1.5395, -3.2315)
H (-2.0692, 2.2447, -3.9353)
H (-2.9680, 0.9038, -4.5847)
H (-2.7494, 1.6980, -1.6406)
H (-2.2289, 0.2151, -2.4295)
H (-3.9466, 0.5284, -2.2128)
H (-4.7184, 4.5381, -4.0502)
H (-3.0990, 4.2643, -3.5061)
H (-5.5465, 3.3502, -1.8829)
H (-4.8006, 4.9338, -1.7256)
H (-3.8825, 3.5005, -1.3053)

=====

5.
Density functional theory data (wB97M-V/def2-TZVPD) for a gas-phase ion, HO3P2S2 (charge -1) at a distorted geometry.

Output
HOMO-LUMO gap (spin up / spin down) = 6.187 / 5.988 eV
Max |F| = 2.92 eV/Å
SMILES = [O-]SOP(=S)=PO
Energy relative to the best compared isomer or geometry (same formula, charge and spin) = 103.1 kcal/mol
E_LUMO (spin up / spin down) = 2.95 / 2.73 eV
Total charge = -1

Geometry (Å):
O (1.6548, -1.2853, 0.0755)
S (0.3078, -1.4716, 0.7034)
O (-0.7989, -1.3800, -0.5562)
P (-1.4117, 0.3403, -0.8462)
S (-2.9590, 0.4058, 0.2679)
P (0.0147, 1.3822, 0.7241)
O (1.4421, 1.4061, 0.0105)
H (1.7502, 0.6025, -0.3790)

=====

6.
Density functional theory data (wB97M-V/def2-TZVPD) for a molecular structure, C19H29Cl2N5NiO2P.

Output
HOMO-LUMO gap = 7.849 eV
Max |F| = 0.36 eV/Å
E_LUMO = -3.05 eV
Total charge = +1

Geometry (Å):
Ni (0.4578, 1.1188, -0.7224)
Cl (3.2230, 7.7481, -0.9038)
C (2.6549, 6.1468, -0.5865)
C (2.7952, 5.6158, 0.7052)
C (2.3598, 4.3499, 0.9918)
Cl (2.5471, 3.7305, 2.5940)
C (1.7462, 3.5267, 0.0107)
O (1.3244, 2.3487, 0.3496)
C (1.6260, 4.0888, -1.2847)
C (1.0746, 3.3398, -2.3583)
O (0.6467, 2.1736, -2.3084)
C (2.0825, 5.3957, -1.5683)
H (3.2524, 6.2122, 1.4830)
H (1.0507, 3.8255, -3.3402)
H (1.9776, 5.7911, -2.5705)
C (2.4249, -1.0903, 3.4331)
N (1.0555, -0.6130, 3.6218)
C (0.1446, -1.7529, 3.5660)
N (0.2645, -2.5440, 2.3381)
C (1.6587, -2.9656, 2.1862)
N (2.6102, -1.8565, 2.1988)
C (2.4833, -1.0183, 1.0126)
P (0.7992, -0.2645, 0.9363)
C (0.7097, 0.4140, 2.6439)
C (-0.1976, -1.7995, 1.1704)
H (2.6767, -1.7407, 4.2717)
H (3.1071, -0.2393, 3.4363)
H (-0.8830, -1.3991, 3.6673)
H (0.3678, -2.4086, 4.4084)
H (1.7667, -3.5250, 1.2553)
H (1.9017, -3.6285, 3.0174)
H (2.6629, -1.6133, 0.1143)
H (3.2271, -0.2191, 1.0360)
H (-0.2958, 0.7967, 2.8355)
H (1.3933, 1.2592, 2.7155)
H (-0.1150, -2.4269, 0.2783)
H (-1.2509, -1.5435, 1.2966)
C (-4.0796, -2.8958, -1.1338)
C (-3.9853, -1.6178, -1.9543)
N (-2.6041, -1.2208, -2.2544)
C (-1.9628, -1.8526, -3.4111)
C (-0.9958, -2.9740, -3.0466)
C (-1.9137, -0.3839, -1.4672)
C (-2.6144, 0.2334, -0.2913)
N (-0.6816, -0.0312, -1.7162)
H (-5.1224, -3.1171, -0.9076)
H (-3.5394, -2.8026, -0.1899)
H (-3.6687, -3.7472, -1.6754)
H (-4.4911, -0.7989, -1.4494)
H (-4.4945, -1.7449, -2.9093)
H (-1.4635, -1.0828, -4.0061)
H (-2.7616, -2.2395, -4.0406)
H (-0.2087, -2.6294, -2.3749)
H (-0.5212, -3.3608, -3.9480)
H (-1.5169, -3.7966, -2.5595)
H (-3.4079, 0.8925, -0.6455)
H (-1.9148, 0.8374, 0.2818)
H (-3.0696, -0.5139, 0.3566)
H (-0.3124, -0.3870, -2.5880)